The following is a DFT calculation (ωB97M-V/def2-TZVPD) of a cluster of 2 separate species, C3H9N2O2 in total.

Values from the calculation:
Energy above the lowest of the compared OMol25 structures with the same formula, charge and spin   106.2 kJ/mol
Frontier orbital gap   8.314 eV
Net charge   -1
Multiplicity   1
HOMO   -4.242 eV

Each line ends with the natural charge from an NBO analysis.
Positions of all 16 atoms, in Å:
O (1.684, 1.410, -0.411)  -0.812
C (1.392, 2.205, 0.509)  0.635
O (0.501, 2.117, 1.366)  -0.782
H (2.007, 3.146, 0.541)  -0.012
C (-1.237, 0.186, -1.110)  -0.425
N (-1.097, -1.200, -0.673)  -0.638
C (-0.316, -1.396, 0.545)  -0.040
N (1.110, -1.402, 0.291)  -0.882
H (-2.166, 0.301, -1.657)  0.163
H (-1.245, 0.886, -0.279)  0.204
H (-0.426, 0.460, -1.773)  0.206
H (-1.983, -1.644, -0.550)  0.339
H (-0.597, -2.390, 0.917)  0.145
H (-0.615, -0.638, 1.300)  0.144
H (1.578, -1.492, 1.173)  0.340
H (1.410, -0.549, -0.190)  0.416

---

The following is a DFT calculation (ωB97M-V/def2-TZVPD) of a cluster of 2 separate species, C24H31N4O6 in total at a distorted geometry.

Values from the calculation:
Frontier orbital gap   6.171 eV
Net charge   +1
Multiplicity   1
HOMO   -11.410 eV

Each line ends with the natural charge from an NBO analysis.
Positions of all 65 atoms, in Å:
C (3.917, -1.515, 0.442)  -0.319
C (2.980, -1.089, 1.558)  -0.298
C (1.355, -0.982, 1.205)  -0.043
C (0.256, -2.029, 1.907)  0.043
N (-1.240, -2.013, 1.592)  -0.201
N (-2.181, -2.878, 2.126)  -0.365
C (-1.637, -4.261, 2.395)  0.681
C (-1.042, -4.581, 3.905)  -0.742
O (-1.561, -5.248, 1.470)  -0.459
C (-2.928, -2.291, 3.302)  0.663
C (-2.700, -0.809, 3.967)  -0.740
O (-3.920, -3.051, 3.833)  -0.521
C (-1.791, -0.954, 0.612)  0.292
C (-3.415, -0.826, 0.246)  -0.485
C (-3.686, -0.912, -1.402)  -0.424
C (-2.740, -2.031, -2.146)  -0.087
O (-2.774, -3.312, -1.365)  -0.580
C (-1.609, -4.116, -1.784)  -0.286
C (-0.825, 0.181, -0.130)  0.274
O (-1.315, 1.235, -1.038)  -0.531
C (-1.873, 2.384, -0.277)  -0.096
C (-0.726, 3.495, 0.165)  0.076
C (-0.020, 3.170, 1.610)  -0.678
O (0.256, 3.765, -0.925)  -0.731
C (0.823, 0.173, 0.141)  0.213
N (1.800, 1.127, -0.511)  -0.535
C (1.782, 0.975, -1.901)  0.901
O (1.578, 1.294, -3.209)  -0.435
H (5.054, -1.168, 0.405)  0.247
H (3.577, -2.225, -0.439)  0.229
H (3.438, -0.886, 2.617)  0.267
H (0.714, -2.791, 2.670)  0.278
H (-0.572, -3.585, 4.356)  0.213
H (-1.945, -4.879, 4.611)  0.296
H (-0.187, -5.405, 3.894)  0.281
H (-1.580, -0.478, 4.074)  0.247
H (-3.206, -0.836, 5.042)  0.295
H (-3.350, -0.034, 3.335)  0.260
H (-3.849, 0.187, 0.706)  0.251
H (-4.061, -1.686, 0.709)  0.279
H (-4.809, -1.233, -1.533)  0.244
H (-3.567, 0.180, -1.852)  0.240
H (-3.193, -2.304, -3.212)  0.219
H (-1.657, -1.588, -2.223)  0.181
H (-0.866, -4.350, -0.890)  0.199
H (-0.988, -3.616, -2.671)  0.184
H (-2.032, -5.137, -2.226)  0.213
H (-2.460, 1.949, 0.649)  0.193
H (-2.648, 2.983, -0.945)  0.236
H (-1.319, 4.522, 0.307)  0.194
H (0.998, 2.591, 1.535)  0.225
H (-0.718, 2.542, 2.340)  0.218
H (0.234, 4.207, 2.132)  0.238
H (0.874, 4.492, -0.604)  0.485
N (5.865, 4.227, -4.558)  -0.400
C (4.686, 3.691, -4.943)  0.034
C (3.629, 3.453, -4.079)  -0.264
C (3.790, 3.778, -2.736)  -0.183
C (4.994, 4.329, -2.309)  -0.266
C (5.991, 4.534, -3.248)  0.033
H (4.610, 3.452, -5.999)  0.200
H (2.703, 3.023, -4.444)  0.227
H (2.985, 3.604, -2.029)  0.202
H (5.151, 4.593, -1.269)  0.218
H (6.948, 4.965, -2.965)  0.200

---

The following is a DFT calculation (ωB97M-V/def2-TZVPD) of an isolated molecule of C5H9N at a distorted geometry.

Values from the calculation:
SMILES   CC(C)CC#N
Energy above the lowest of the compared OMol25 structures with the same formula, charge and spin   18.7 kJ/mol
Frontier orbital gap   12.322 eV
Multiplicity   1
HOMO   -11.438 eV

Each line ends with the natural charge from an NBO analysis.
Positions of all 15 atoms, in Å:
C (0.882, -1.238, 0.537)  -0.609
C (0.360, 0.199, 0.440)  -0.199
C (0.759, 0.892, -0.870)  -0.623
C (-1.185, 0.243, 0.619)  -0.515
C (-1.872, 0.124, -0.673)  0.292
N (-2.318, 0.034, -1.736)  -0.339
H (0.656, -1.671, 1.520)  0.207
H (1.971, -1.268, 0.411)  0.215
H (0.432, -1.879, -0.231)  0.212
H (0.795, 0.759, 1.278)  0.205
H (1.761, 0.600, -1.195)  0.215
H (0.724, 1.982, -0.768)  0.213
H (0.074, 0.622, -1.678)  0.228
H (-1.503, 1.178, 1.093)  0.250
H (-1.536, -0.579, 1.253)  0.248

---

The following is a DFT calculation (ωB97M-V/def2-TZVPD) of a cluster of 2 separate species, C2H6OS2 in total at a distorted geometry.

Values from the calculation:
Energy above the lowest of the compared OMol25 structures with the same formula, charge and spin   147.9 kJ/mol
Frontier orbital gap (spin up / spin down)   9.064 / 3.678 eV
Net charge   +1
Multiplicity   2
HOMO (spin up / spin down)   -13.462 / -12.418 eV

Each line ends with the Mulliken spin population.
Positions of all 11 atoms, in Å:
S (2.609, 1.943, 0.757)  0.117
S (1.387, 0.559, 1.535)  0.183
H (2.317, 1.633, -0.519)  0.003
H (0.932, 1.210, 2.630)  -0.001
C (-1.471, -0.063, -1.215)  0.379
C (-0.913, -1.162, -0.645)  0.159
O (-1.100, -1.528, 0.604)  0.109
H (-0.935, 0.423, -2.027)  0.021
H (-2.457, 0.239, -1.008)  0.021
H (-0.125, -1.717, -1.161)  0.007
H (-0.244, -1.538, 1.050)  0.001

---

The following is a DFT calculation (ωB97M-V/def2-TZVPD) of an isolated molecule of C12H20BFN3O4P at a distorted geometry.

Values from the calculation:
SMILES   CCB(O)[C@](C#N)([C@](C#N)(N=C(C)C)[C@H](F)CC)P(=O)(O)O
Frontier orbital gap   8.300 eV
Multiplicity   1
HOMO   -8.584 eV

Each line ends with the natural charge from an NBO analysis.
Positions of all 42 atoms, in Å:
C (-0.585, 2.331, -2.871)  -0.603
C (0.667, 1.374, -2.952)  -0.796
B (1.071, 0.748, -1.528)  1.095
O (2.090, 1.366, -0.855)  -0.872
C (0.326, -0.590, -0.957)  -0.861
C (-0.847, -0.817, -1.913)  0.338
N (-1.737, -0.917, -2.580)  -0.325
C (-0.319, -0.415, 0.463)  0.051
C (-0.988, -1.668, 1.014)  0.255
N (-1.379, -2.693, 1.267)  -0.265
N (-1.367, 0.635, 0.247)  -0.616
C (-2.433, 0.516, 0.950)  0.558
C (-3.780, 0.104, 0.296)  -0.707
C (-2.536, 0.830, 2.469)  -0.747
C (0.618, 0.133, 1.611)  0.220
F (0.664, 1.525, 1.599)  -0.357
C (2.015, -0.505, 1.735)  -0.477
C (2.537, -0.190, 3.197)  -0.608
P (1.470, -2.024, -1.227)  2.350
O (1.166, -3.262, -0.492)  -1.089
O (1.382, -2.367, -2.831)  -0.975
O (3.039, -1.634, -1.001)  -0.966
H (-1.299, 2.018, -2.092)  0.230
H (-1.039, 2.360, -3.884)  0.219
H (-0.195, 3.357, -2.712)  0.205
H (0.580, 0.594, -3.740)  0.246
H (1.527, 2.006, -3.285)  0.205
H (2.465, 2.088, -1.376)  0.505
H (-3.622, -0.925, -0.091)  0.255
H (-4.566, 0.012, 1.075)  0.213
H (-4.052, 0.808, -0.509)  0.257
H (-1.729, 1.496, 2.815)  0.245
H (-2.437, -0.127, 3.041)  0.249
H (-3.548, 1.206, 2.718)  0.238
H (0.095, -0.111, 2.563)  0.176
H (2.777, -0.095, 1.056)  0.247
H (1.917, -1.610, 1.694)  0.229
H (2.063, -0.836, 3.957)  0.209
H (3.627, -0.416, 3.178)  0.210
H (2.451, 0.891, 3.411)  0.217
H (0.545, -2.826, -3.012)  0.520
H (3.365, -2.369, -0.450)  0.523

---

The following is a DFT calculation (ωB97M-V/def2-TZVPD) of an isolated molecule of CH4N2O at a distorted geometry.

Values from the calculation:
SMILES   NNC=O
Energy above the lowest of the compared OMol25 structures with the same formula, charge and spin   383.1 kJ/mol
Frontier orbital gap   10.682 eV
Multiplicity   1
HOMO   -9.859 eV

Each line ends with the natural charge from an NBO analysis.
Positions of all 8 atoms, in Å:
C (-1.222, -0.350, -0.237)  0.505
H (2.002, -0.143, -0.680)  0.337
H (1.547, -0.183, 0.974)  0.377
H (-0.254, 1.586, 0.251)  0.382
H (-0.640, -1.288, -0.260)  0.158
N (1.032, -0.203, 0.111)  -0.707
N (-0.113, 0.537, -0.281)  -0.481
O (-2.352, 0.044, 0.122)  -0.570

---

The following is a DFT calculation (ωB97M-V/def2-TZVPD) of a structure of composition C29H32BN9Pd at a distorted geometry.

Values from the calculation:
Energy above the lowest of the compared OMol25 structures with the same formula, charge and spin   0.0 kJ/mol
Frontier orbital gap (spin up / spin down)   5.442 / 7.496 eV
Net charge   -1
Multiplicity   4
HOMO (spin up / spin down)   -2.607 / -4.686 eV

Each line ends with the Mulliken spin population.
Positions of all 72 atoms, in Å:
Pd (-1.480, 0.650, -1.041)  0.969
C (-4.375, -0.609, -0.528)  0.001
C (-3.690, -0.500, 0.794)  0.009
C (-4.099, -0.837, 2.092)  0.005
C (-3.020, -0.517, 2.889)  -0.002
N (-2.054, 0.000, 2.109)  -0.010
N (-2.463, -0.013, 0.843)  0.036
B (-0.575, 0.294, 2.390)  -0.011
N (-0.216, 1.664, 1.738)  0.029
C (0.563, 2.631, 2.262)  0.007
C (0.415, 3.774, 1.508)  0.000
C (-0.496, 3.418, 0.503)  -0.003
C (-1.083, 4.214, -0.611)  -0.004
N (-0.854, 2.153, 0.665)  -0.029
N (0.179, -0.916, 1.824)  -0.008
C (1.479, -1.271, 1.884)  0.001
C (1.596, -2.535, 1.352)  0.002
C (0.288, -2.885, 0.979)  -0.002
C (-0.191, -4.130, 0.316)  0.000
N (-0.543, -1.905, 1.279)  0.004
N (-0.245, 0.456, 3.877)  0.001
C (-0.950, 1.045, 4.864)  0.000
C (-0.119, 1.192, 5.952)  0.000
C (1.114, 0.678, 5.521)  0.000
C (2.420, 0.649, 6.242)  0.000
N (1.012, 0.242, 4.279)  0.000
H (-5.243, 0.051, -0.587)  -0.003
H (-4.699, -1.632, -0.722)  -0.002
H (-3.639, -0.307, -1.304)  0.010
H (-5.036, -1.257, 2.402)  0.000
H (-2.889, -0.644, 3.945)  0.000
H (1.180, 2.455, 3.121)  0.000
H (0.882, 4.727, 1.664)  -0.001
H (-0.391, 4.975, -0.967)  0.001
H (-2.007, 4.699, -0.288)  0.000
H (-1.331, 3.522, -1.427)  0.014
H (2.216, -0.618, 2.304)  0.000
H (2.487, -3.122, 1.236)  0.000
H (0.646, -4.675, -0.113)  0.000
H (-0.885, -3.866, -0.479)  0.000
H (-0.708, -4.778, 1.024)  0.000
H (-1.973, 1.340, 4.733)  0.000
H (-0.354, 1.596, 6.916)  0.000
H (2.278, 0.452, 7.302)  0.000
H (2.926, 1.611, 6.139)  0.000
H (3.058, -0.117, 5.807)  0.000
C (-0.916, 1.323, -2.850)  1.464
C (0.244, 1.473, -3.560)  -0.227
C (1.499, 1.624, -2.871)  0.227
C (2.683, 1.677, -3.554)  -0.109
C (2.710, 1.632, -4.948)  0.272
C (1.509, 1.535, -5.649)  -0.114
C (0.310, 1.464, -4.989)  0.343
H (1.470, 1.679, -1.789)  0.037
H (3.617, 1.766, -3.008)  -0.006
H (3.650, 1.691, -5.480)  0.028
H (1.533, 1.522, -6.733)  -0.003
H (-0.615, 1.384, -5.547)  0.005
C (2.268, -2.930, -4.417)  -0.005
C (1.278, -2.361, -3.452)  0.016
C (-0.092, -2.523, -3.623)  0.011
C (-0.971, -1.979, -2.713)  0.011
N (-0.580, -1.267, -1.640)  0.023
C (0.746, -1.094, -1.484)  -0.002
C (1.687, -1.616, -2.334)  -0.010
H (1.765, -3.533, -5.171)  0.000
H (2.994, -3.560, -3.903)  0.002
H (2.812, -2.125, -4.912)  0.004
H (-0.472, -3.083, -4.465)  0.002
H (-2.041, -2.107, -2.828)  0.001
H (1.044, -0.507, -0.619)  0.018
H (2.737, -1.439, -2.151)  -0.004

---

The following is a DFT calculation (ωB97M-V/def2-TZVPD) of a structure of composition C8H16InO5 at a distorted geometry.

Values from the calculation:
Energy above the lowest of the compared OMol25 structures with the same formula, charge and spin   393.0 kJ/mol
Frontier orbital gap   1.692 eV
Net charge   +1
Multiplicity   1
HOMO   -9.533 eV

Each line ends with the natural charge from an NBO analysis.
Positions of all 30 atoms, in Å:
In (0.728, 3.738, 2.005)  0.999
C (3.137, 8.734, -3.719)  -0.644
C (2.397, 7.462, -3.541)  -0.130
O (2.056, 7.103, -2.241)  -0.376
H (4.024, 8.972, -3.131)  0.232
H (2.496, 9.609, -3.617)  0.226
H (3.534, 8.831, -4.729)  0.222
H (3.114, 6.739, -3.926)  0.264
H (1.523, 7.401, -4.190)  0.202
C (4.594, -2.454, -1.097)  -0.637
C (3.120, -2.040, -0.756)  -0.118
O (2.866, -0.677, -0.588)  -0.367
H (4.426, -3.383, -1.643)  0.218
H (5.252, -2.520, -0.231)  0.226
H (5.033, -1.711, -1.762)  0.224
H (2.717, -2.618, 0.077)  0.200
H (2.472, -2.294, -1.595)  0.258
C (-4.950, -4.398, 1.324)  -0.634
C (-4.711, -3.845, 2.785)  0.076
C (-3.719, -4.565, 3.636)  -0.095
O (-2.744, -3.691, 4.001)  -0.486
C (-2.904, -2.461, 3.329)  0.984
O (-2.261, -1.428, 3.370)  -0.590
O (-4.069, -2.549, 2.626)  -0.495
H (-5.374, -5.399, 1.395)  0.219
H (-4.057, -4.524, 0.712)  0.218
H (-5.612, -3.807, 0.690)  0.233
H (-5.626, -3.836, 3.377)  0.194
H (-3.287, -5.302, 2.959)  0.176
H (-4.173, -5.088, 4.478)  0.200